Entry 1:
Here is a 2-piece molecular cluster, C3H11NOS overall at a distorted geometry from the OMol25 dataset. Energies are from ωB97M-V with the def2-TZVPD basis set.

CARTESIAN COORDINATES (ANGSTROEM)
C  -2.6090  -3.0152  -0.7207
C  -1.4501  -4.0052  -0.8839
S  -0.2679  -3.7063  0.6037
H  -2.3892  -2.0342  -1.1308
H  -3.4748  -3.4322  -1.2459
H  -3.0172  -2.8677  0.2811
H  -0.7701  -3.7926  -1.6901
H  -1.7697  -5.0038  -0.6257
H  -1.1352  -4.0767  1.5167
N  1.4299  5.8529  0.6705
C  1.1575  4.7587  -0.2413
O  1.9811  3.6207  -0.0247
H  2.4029  6.1385  0.6607
H  1.2852  5.4938  1.5994
H  1.2293  5.1500  -1.2507
H  0.1695  4.4228  0.0449
H  2.7473  3.6430  -0.6026

Forces on the atoms, in the same order (eV/Å):
C -0.71 -0.47 -0.86
C 0.34 1.43 3.54
S 0.30 0.13 -1.21
H 0.10 0.05 -0.04
H 0.02 0.22 -0.40
H 0.65 -0.22 0.21
H -0.30 -0.55 -0.66
H 0.08 -0.40 -1.09
H -0.50 -0.19 0.51
N 0.13 -0.08 -0.04
C 0.42 0.43 1.08
O 0.07 -0.21 -0.27
H 0.02 0.03 -0.33
H -0.15 0.05 0.41
H -0.16 -0.26 -0.27
H -0.38 -0.03 -0.56
H 0.05 0.08 -0.03

The orbital gap is 9.836 eV. As for the charge: 0. The relative energy (zero: lowest compared OMol25 entry of this formula, charge and spin) comes out at 102.6 kJ/mol. The lowest unoccupied orbital energy comes out at 0.950 eV. The SMILES is CCS.NCO.


Entry 2:
Here is C45H60As2AuN6P as an isolated structure at a distorted geometry from the OMol25 dataset. Energies are from ωB97M-V with the def2-TZVPD basis set.

CARTESIAN COORDINATES (ANGSTROEM)
Au  0.3236  2.2153  -0.5635
C  -1.0873  2.9553  2.3881
C  -2.3354  2.7079  1.5555
As  -1.8952  1.5831  0.0105
C  -1.6940  -0.0923  1.0019
C  -2.6042  -0.4463  1.9952
C  -2.2648  -1.3980  2.9440
C  -0.9551  -1.8964  2.9977
C  -0.1046  -1.6465  1.9539
C  -0.5878  -1.0322  0.6942
C  -3.5628  1.4805  -0.9405
C  -4.3855  0.3626  -0.8845
C  -5.6216  0.3920  -1.5162
C  -6.0313  1.5307  -2.1941
C  -5.2033  2.6441  -2.2537
C  -3.9656  2.6212  -1.6306
As  -0.1990  1.2334  2.7681
C  1.6595  1.6960  3.0239
C  2.5926  0.6679  2.9379
C  3.9290  0.9075  3.2269
C  4.3384  2.1840  3.5846
C  3.4123  3.2172  3.6563
C  2.0732  2.9746  3.3846
C  -0.7841  0.9074  4.5880
C  0.1227  0.6002  5.5973
C  -0.3274  0.3944  6.8938
C  -1.6793  0.4920  7.1912
C  -2.5890  0.7922  6.1871
C  -2.1437  0.9941  4.8889
H  -1.3326  3.4706  3.3165
H  -0.3670  3.5575  1.8317
H  -2.7767  3.6270  1.1653
H  -3.1119  2.2014  2.1293
H  -3.5430  0.0854  2.0963
H  -2.9735  -1.6560  3.7206
H  -0.6267  -2.4681  3.8551
H  0.8950  -2.0573  1.9496
H  -1.2188  -1.8987  0.3165
H  -4.0761  -0.5329  -0.3607
H  -6.2645  -0.4774  -1.4764
H  -6.9971  1.5511  -2.6804
H  -5.5200  3.5293  -2.7883
H  -3.3172  3.4882  -1.6948
H  2.2721  -0.3287  2.6571
H  4.6476  0.0991  3.1777
H  5.3776  2.3730  3.8204
H  3.7295  4.2098  3.9486
H  1.3570  3.7820  3.4800
H  1.1816  0.5254  5.3828
H  0.3839  0.1637  7.6757
H  -2.0229  0.3414  8.2057
H  -3.6432  0.8763  6.4161
H  -2.8653  1.2430  4.1188
N  0.3325  -0.6961  -0.3417
P  0.4872  -1.7019  -1.5785
N  1.7026  -2.8155  -1.4917
C  2.8834  -2.8370  -2.3591
C  4.0986  -2.2842  -1.6247
C  4.3472  -3.0808  -0.3454
C  3.0879  -3.1129  0.5220
C  1.9005  -3.6201  -0.2890
N  0.7147  -0.8620  -2.9762
C  0.3393  -1.4237  -4.2808
C  -0.2848  -0.3370  -5.1468
C  0.6832  0.8339  -5.3031
C  1.1120  1.3521  -3.9321
C  1.6956  0.2133  -3.1059
N  -0.9129  -2.5896  -1.7373
C  -0.9568  -3.9966  -2.1633
C  -2.0958  -4.7180  -1.4595
C  -3.4246  -4.0367  -1.7694
C  -3.3578  -2.5622  -1.3834
C  -2.1624  -1.8726  -2.0311
H  2.6843  -2.2914  -3.2761
H  3.0698  -3.8799  -2.6401
H  3.9075  -1.2349  -1.3745
H  4.9724  -2.3127  -2.2780
H  5.1834  -2.6608  0.2154
H  4.6273  -4.1051  -0.6098
H  2.8692  -2.0976  0.8711
H  3.2392  -3.7497  1.3971
H  0.9760  -3.6347  0.2892
H  2.0815  -4.6573  -0.5947
H  -0.3402  -2.2607  -4.1402
H  1.2337  -1.8142  -4.7856
H  -1.2090  0.0075  -4.6724
H  -0.5473  -0.7532  -6.1205
H  0.2340  1.6305  -5.8961
H  1.5700  0.4928  -5.8479
H  0.2389  1.7572  -3.4072
H  1.8466  2.1544  -4.0286
H  2.0009  0.5327  -2.1130
H  2.5918  -0.1713  -3.6134
H  0.0009  -4.4659  -1.9581
H  -1.1204  -4.0452  -3.2488
H  -1.9145  -4.6999  -0.3790
H  -2.1086  -5.7635  -1.7695
H  -4.2435  -4.5275  -1.2430
H  -3.6366  -4.1238  -2.8397
H  -3.2778  -2.4821  -0.2912
H  -4.2693  -2.0402  -1.6826
H  -2.0668  -0.8400  -1.6833
H  -2.3143  -1.8267  -3.1177
C  1.7018  5.3149  -1.5436
C  2.5895  4.2697  -0.9732
N  2.2418  3.0462  -0.6043
C  3.3811  2.4066  -0.1490
C  4.4272  3.2572  -0.2505
N  3.9094  4.4232  -0.7703
H  0.6765  4.9520  -1.5539
H  1.9942  5.5573  -2.5659
H  1.7443  6.2298  -0.9523
H  3.3492  1.3980  0.2230
H  5.4667  3.1495  0.0010
H  4.4314  5.2595  -0.9757

Forces on the atoms, in the same order (eV/Å):
Au 0.11 0.02 -0.16
C -0.01 -0.05 -0.13
C -0.15 0.02 -0.07
As -0.09 -0.27 0.22
C 0.50 0.62 0.32
C -0.26 -0.43 0.14
C -0.23 0.04 -0.07
C 0.03 -0.13 -0.22
C 0.14 0.30 0.16
C -0.48 -0.65 -0.59
C 0.06 0.13 -0.07
C -0.02 0.15 0.15
C 0.04 0.02 0.00
C 0.00 0.00 -0.01
C 0.00 0.00 -0.02
C 0.02 -0.03 -0.06
As 0.24 0.29 0.38
C 0.04 -0.10 -0.02
C 0.01 0.00 -0.02
C 0.02 0.00 -0.02
C -0.01 0.02 0.00
C 0.00 -0.01 0.00
C -0.06 0.06 -0.02
C -0.13 0.10 -0.13
C 0.04 -0.12 -0.04
C 0.04 -0.02 -0.01
C -0.03 0.00 -0.02
C 0.01 -0.01 0.04
C -0.01 0.09 0.01
H 0.05 -0.09 0.06
H -0.03 0.03 0.01
H 0.08 0.02 0.01
H -0.04 0.07 -0.03
H -0.01 -0.03 -0.02
H 0.01 -0.01 -0.02
H 0.01 0.02 0.01
H 0.10 -0.09 -0.04
H 0.05 0.02 0.11
H -0.05 0.26 0.06
H -0.02 0.00 0.01
H 0.00 0.00 0.00
H 0.00 0.00 0.00
H 0.00 0.01 0.01
H 0.02 -0.02 -0.02
H -0.01 0.00 0.00
H 0.00 0.00 -0.01
H 0.00 0.00 0.00
H 0.01 0.00 0.00
H 0.01 0.03 0.00
H 0.00 0.01 0.00
H 0.00 -0.01 0.00
H 0.00 0.00 0.00
H 0.03 0.04 0.07
N 0.12 -0.07 0.07
P -0.12 0.10 0.12
N -0.02 0.08 -0.01
C 0.00 -0.02 0.00
C 0.00 -0.01 0.00
C -0.03 0.02 0.02
C 0.02 -0.04 0.01
C -0.04 0.03 0.06
N 0.02 -0.02 -0.08
C 0.02 0.03 0.01
C 0.03 0.00 0.00
C -0.01 -0.01 0.02
C -0.01 -0.02 0.02
C -0.02 0.02 0.00
N 0.05 -0.10 -0.15
C -0.04 0.06 -0.03
C 0.01 0.01 0.01
C 0.05 0.00 0.04
C -0.02 -0.19 -0.11
C 0.05 -0.03 0.08
H -0.02 0.02 0.01
H 0.00 0.01 -0.03
H 0.01 0.04 -0.01
H 0.00 -0.02 0.01
H 0.00 -0.01 -0.01
H 0.01 0.00 0.01
H -0.02 0.03 0.01
H 0.00 0.02 -0.01
H -0.05 0.04 0.10
H 0.00 0.00 -0.01
H -0.02 0.01 0.01
H -0.01 -0.02 0.00
H -0.02 -0.01 -0.01
H 0.00 0.00 0.00
H -0.01 0.00 0.00
H -0.01 0.03 -0.02
H 0.00 0.03 0.03
H 0.02 0.00 0.00
H 0.01 0.12 0.14
H 0.02 0.03 0.02
H 0.01 0.01 0.01
H 0.01 -0.03 0.00
H 0.01 -0.03 0.00
H -0.02 0.00 -0.01
H -0.01 0.00 -0.01
H 0.00 0.00 0.00
H 0.00 -0.03 -0.01
H 0.08 -0.20 -0.05
H 0.04 -0.05 -0.07
H -0.01 0.00 0.00
C 0.01 0.01 0.01
C 0.00 0.00 -0.06
N -0.06 -0.08 -0.08
C -0.02 -0.04 0.00
C 0.02 0.02 0.01
N -0.01 -0.02 0.01
H 0.00 0.00 0.00
H 0.00 -0.01 0.00
H 0.00 0.00 0.00
H 0.00 -0.02 0.02
H 0.00 -0.01 -0.01
H 0.00 0.01 0.00

The orbital gap (alpha / beta) is 6.982 / 6.981 eV. As for the charge: +2. The relative energy (zero: lowest compared OMol25 entry of this formula, charge and spin) comes out at 0.0 kJ/mol. The lowest unoccupied orbital energy (alpha / beta) comes out at -6.040 / -6.041 eV.


Entry 3:
Here is one molecule with the formula C5H5ClOS at a distorted geometry from the OMol25 dataset. Energies are from ωB97M-V with the def2-TZVPD basis set.

CARTESIAN COORDINATES (ANGSTROEM)
C  1.1251  0.2675  0.2592
C  0.1915  -0.7954  -0.1914
C  -1.2167  -0.8325  0.6233
C  -1.0666  -0.4039  -0.8488
C  0.5100  1.6969  0.1015
H  1.5719  0.2555  1.3528
H  0.4591  -1.8480  -0.2823
H  -1.2114  0.1217  1.1371
H  -1.7714  -1.8123  1.0430
H  -1.1486  -0.9833  -1.8180
O  0.7762  2.8117  0.4693
S  -0.8656  1.4678  -1.1161
Cl  2.6466  0.0543  -0.7296

Forces on the atoms, in the same order (eV/Å):
C 2.47 0.58 2.52
C -1.73 -1.55 3.14
C 0.33 -0.56 -1.43
C 1.11 1.03 -1.55
C -1.15 0.09 -2.18
H -1.29 -0.46 -2.03
H 0.86 0.62 -0.44
H -0.90 -0.52 0.85
H 1.62 2.56 -1.23
H -0.95 0.79 1.44
O 0.43 -1.95 0.23
S -0.51 -1.20 0.64
Cl -0.30 0.57 0.03

The orbital gap is 9.697 eV. As for the charge: 0. The relative energy (zero: lowest compared OMol25 entry of this formula, charge and spin) comes out at 156.9 kJ/mol. The lowest unoccupied orbital energy comes out at 0.054 eV. The SMILES is O=C1S[C@@H]2C[C@@H]2[C@H]1Cl.


We obtain molecular weight values of 109.19 1062.80 148.61 g mol⁻¹ for the records listed above, in that order.